(1)
The following is a quantum chemistry calculation of a cluster of 9 separate species, C27H72O15 in total in a non-equilibrium geometry, from the OMol25 dataset.

## Properties
Calculated total energy: -59869.2442 eV
LUMO level: 0.150 eV
Orbital gap: 9.4 eV
HOMO level: -9.29 eV
Energy relative to the best compared isomer or geometry (same formula, charge and spin): 0.000 eV

Geometry (Å):
C: 0.4375 2.5829 20.2748
O: -0.1722 1.7853 21.3398
C: 0.7239 0.8778 21.9582
C: 0.3854 0.7618 23.4282
O: -0.9586 0.5019 23.5976
C: -1.2399 0.2408 24.9550
H: 1.0306 3.3968 20.7527
H: -0.3923 3.1429 19.8317
H: 1.0693 2.0051 19.6019
H: 1.7421 1.2630 21.8299
H: 0.6056 -0.0962 21.4600
H: 0.6687 1.6958 23.9494
H: 1.0140 -0.0286 23.8797
H: -2.3165 0.1661 25.0889
H: -0.9283 1.1014 25.5728
H: -0.7480 -0.6792 25.2854
C: 1.2151 -4.7714 17.0025
O: 0.1440 -5.5374 17.5595
C: -1.0720 -4.8483 17.5125
C: -2.2149 -5.7687 17.9493
O: -2.2412 -6.1046 19.3082
C: -2.0458 -5.0332 20.1830
H: 1.0072 -4.4422 15.9798
H: 2.1337 -5.3658 16.9490
H: 1.4400 -3.9090 17.6481
H: -1.2868 -4.5169 16.4819
H: -1.0184 -3.9223 18.1039
H: -2.0577 -6.7268 17.4673
H: -3.1504 -5.2351 17.7188
H: -1.1273 -4.4851 19.9483
H: -1.8640 -5.4555 21.1707
H: -2.9355 -4.3966 20.1930
C: 5.8383 -0.1768 13.5156
O: 5.6500 -1.5483 13.6303
C: 4.4700 -1.8517 14.2913
C: 4.6696 -3.0409 15.1444
O: 5.6311 -2.8096 16.0599
C: 5.7913 -3.9335 16.9052
H: 6.1237 0.2610 14.4824
H: 4.9118 0.3002 13.1667
H: 6.6350 0.0107 12.8041
H: 3.6210 -1.9997 13.6178
H: 4.2361 -1.0400 15.0042
H: 4.8838 -3.9603 14.5618
H: 3.7219 -3.3453 15.6358
H: 6.0858 -4.8223 16.3228
H: 4.8485 -4.1724 17.4193
H: 6.5920 -3.6832 17.5909
C: 0.4284 -2.2473 14.5161
O: 1.1095 -2.5936 13.3198
C: 0.2615 -2.6142 12.2101
C: -0.0825 -4.0405 11.6977
O: -0.4998 -4.9225 12.7123
C: 0.5379 -5.6375 13.3135
H: 1.1126 -2.2290 15.3541
H: -0.3584 -2.9914 14.6515
H: 0.0106 -1.2472 14.3694
H: 0.7248 -2.0512 11.3942
H: -0.7176 -2.1728 12.4610
H: 0.7784 -4.4864 11.1755
H: -0.9390 -3.9571 11.0301
H: 0.1341 -6.2074 14.1446
H: 1.3589 -4.9977 13.6507
H: 1.0081 -6.3402 12.5988
C: 8.4476 5.3464 17.1400
O: 7.4672 6.2513 17.4731
C: 6.9523 6.0596 18.7708
C: 6.1214 4.7771 18.8187
O: 5.6477 4.6392 20.1198
C: 4.7873 3.5479 20.3088
H: 9.0157 5.7465 16.3028
H: 8.0622 4.3592 16.8599
H: 9.1626 5.2165 17.9736
H: 6.3520 6.9381 18.9923
H: 7.8294 6.0224 19.4318
H: 6.7876 3.9342 18.5863
H: 5.2886 4.8794 18.1115
H: 3.8455 3.6101 19.7390
H: 4.5335 3.5170 21.3729
H: 5.2272 2.5535 20.1153
C: -1.4993 -0.6900 19.2773
O: -2.2249 -0.7227 18.0554
C: -1.8823 0.4193 17.2616
C: -2.7859 0.6121 16.0552
O: -2.0842 0.3144 14.8847
C: -2.6683 0.9088 13.7723
H: -1.5039 0.3172 19.6968
H: -0.4457 -0.9319 19.0395
H: -1.8984 -1.4797 19.8988
H: -0.8425 0.2440 16.8968
H: -1.8313 1.3652 17.8279
H: -3.0393 1.6796 16.0170
H: -3.6802 -0.0077 16.0447
H: -3.6923 0.5639 13.5552
H: -2.1300 0.6263 12.8535
H: -2.5790 2.0044 13.8321
C: 2.7001 -2.5040 21.5178
O: 3.0615 -3.2040 22.6891
H: 3.2832 -2.7124 20.6157
H: 1.6314 -2.6899 21.3374
H: 2.8168 -1.4370 21.7131
H: 2.9203 -4.1462 22.5751
C: 3.1904 3.3417 16.3403
O: 2.0535 2.5358 16.7989
H: 2.8770 4.3810 16.2181
H: 3.9517 3.2458 17.1044
H: 3.5390 2.9929 15.3687
H: 1.4472 2.4442 16.0562
C: 2.6852 -0.1303 18.2742
O: 3.2381 0.9853 18.8640
H: 2.9191 -0.9886 18.8976
H: 1.5928 -0.0667 18.2091
H: 3.0858 -0.3269 17.2769
H: 2.9281 1.7490 18.3338

Mulliken atomic charge list, values in e, 5 entries:
1 C -0.68
2 O -0.40
3 C 0.32
4 C -0.75
5 O -0.27

=====

(2)
The following is a quantum chemistry calculation of a structure of composition C27H73HgN6O7 in a non-equilibrium geometry, from the OMol25 dataset.

## Properties
Calculated total energy: -56616.2639 eV
Net charge: +1
LUMO level: -6.783 eV
Orbital gap: 4.0 eV
HOMO level: -10.82 eV
Energy relative to the best compared isomer or geometry (same formula, charge and spin): 0.619 eV

Geometry (Å):
Hg: -0.8078 -2.4600 -3.9161
C: -0.6602 -1.6606 0.6508
C: -0.5504 -0.9314 -0.6821
C: 0.8261 -0.2725 -0.8470
O: -0.9417 -1.6620 -1.8248
H: 0.1248 -2.4256 0.7054
H: -1.5830 -2.2406 0.6800
H: -0.5087 -1.1208 1.5851
H: -1.2538 -0.0914 -0.7086
H: 1.5594 -1.0898 -0.7534
H: 1.0691 0.3287 0.0319
H: 1.1614 0.1830 -1.7764
C: -4.8706 -3.1423 0.1463
C: -4.9540 -2.4921 -1.2241
C: -5.1506 -0.9522 -1.1098
O: -6.4431 -0.6153 -0.6823
C: -6.6950 0.7493 -0.8370
N: -3.7302 -2.7796 -2.0185
H: -5.6559 -2.6580 0.7293
H: -3.9827 -2.7691 0.6718
H: -4.7821 -4.2223 0.0806
H: -5.8197 -2.8889 -1.7554
H: -4.9266 -0.4966 -2.0820
H: -4.3586 -0.5580 -0.4587
H: -6.6295 1.0840 -1.8817
H: -6.0210 1.4182 -0.2913
H: -7.7203 0.9432 -0.5227
H: -2.9120 -2.4200 -1.5122
H: -3.6822 -2.0220 -2.7091
C: 3.2566 -0.3206 -4.4732
C: 2.2099 -1.4212 -4.4963
C: 2.4647 -2.5254 -3.5037
O: 1.3558 -3.4227 -3.2809
C: 1.6352 -4.2754 -2.1795
N: 0.9059 -0.8081 -4.1725
H: 3.4539 0.1705 -3.5179
H: 3.0154 0.4642 -5.1930
H: 4.2512 -0.6519 -4.7841
H: 2.1001 -1.8409 -5.4981
H: 2.8264 -2.1190 -2.5558
H: 3.3180 -3.0508 -3.9436
H: 1.6301 -3.7439 -1.2279
H: 2.4432 -4.9755 -2.3891
H: 0.7594 -4.9276 -2.1030
H: 0.7359 -0.0467 -4.8216
H: 0.8489 -0.5029 -3.2042
C: -1.3887 2.1323 -3.3503
C: -2.6732 2.6470 -2.6349
C: -3.7745 3.1879 -3.5232
O: -3.4304 4.4717 -4.0591
C: -4.3529 4.7941 -5.0774
N: -3.1796 1.5485 -1.8105
H: -0.9714 2.8764 -4.0326
H: -1.6329 1.2101 -3.8822
H: -0.6764 2.0270 -2.5310
H: -2.2670 3.3934 -1.9486
H: -4.7149 3.2950 -2.9753
H: -4.0024 2.5103 -4.3553
H: -4.0008 5.7299 -5.5229
H: -5.3999 4.9770 -4.8323
H: -4.2387 4.1360 -5.9460
H: -2.4540 1.0228 -1.3380
H: -3.4863 0.8611 -2.4993
C: 6.9341 -2.0316 -1.2106
C: 5.7864 -1.2296 -0.5821
C: 6.0854 -0.9400 0.9270
O: 5.1456 -0.0125 1.4046
C: 3.8609 -0.5440 1.6612
N: 5.5884 -0.0031 -1.3560
H: 6.6770 -2.3439 -2.2252
H: 7.1530 -2.9075 -0.6011
H: 7.8130 -1.4079 -1.3858
H: 4.8720 -1.8305 -0.5412
H: 7.0622 -0.4541 0.9550
H: 6.1106 -1.9114 1.4305
H: 3.9125 -1.2691 2.4774
H: 3.2182 -0.9959 0.8968
H: 3.2635 0.3209 1.9561
H: 6.4774 0.4754 -1.4183
H: 4.8906 0.4915 -0.8104
C: -2.7965 -0.2682 3.8324
C: -1.9595 -1.3942 4.4633
C: -0.5753 -0.9167 4.9314
O: 0.3316 -1.9274 5.2646
C: 1.3249 -1.4607 6.1800
N: -2.7558 -1.9416 5.6024
H: -2.2661 0.6580 3.6035
H: -3.6763 -0.0244 4.4289
H: -3.2752 -0.5809 2.8986
H: -1.8414 -2.2010 3.7288
H: -0.8589 -0.3387 5.8263
H: -0.1385 -0.1519 4.2801
H: 2.1405 -2.1839 6.2331
H: 0.7815 -1.4501 7.1249
H: 1.8669 -0.5596 5.8829
H: -2.0508 -2.6311 5.8896
H: -3.4374 -2.5351 5.1328
C: 2.4856 4.6798 4.3715
C: 2.4126 3.1556 4.3805
C: 1.1701 2.6716 3.5952
O: 1.4297 2.8737 2.2007
C: 0.2596 3.3367 1.4952
N: 3.6584 2.5804 3.9083
H: 2.4197 5.0323 3.3386
H: 3.4195 5.0780 4.7688
H: 1.7359 5.2117 4.9612
H: 2.2213 2.8333 5.4121
H: 0.3394 3.2713 3.9727
H: 0.9572 1.6037 3.7000
H: -0.1424 2.4735 0.9649
H: 0.5345 4.1400 0.8100
H: -0.4725 3.8166 2.1437
H: 3.4016 2.5709 2.9191
H: 3.8376 1.6139 4.1510

Mulliken atomic charge list, values in e, 5 entries:
1 Hg 1.45
2 C -0.94
3 C 2.27
4 C -1.02
5 O -0.48

=====

> Which of these has the lowest HOMO level?

C27H73HgN6O7